1.
{"formula": "C2H14NO5", "method": "ωB97M-V with the def2-TZVPD basis set", "lumo_ha": -0.1102, "total_energy_ha": -515.311598, "total_charge": 1, "gap_ev": 11.33, "de_lowest_kj_mol": 57.4, "elements": ["O", "C", "C", "N", "H", "H", "H", "H", "H", "H", "H", "H", "O", "H", "H", "O", "H", "H", "O", "H", "H", "O"], "positions_angstrom": [[-0.790103, -1.159254, 1.896879], [-1.735674, -1.124803, 1.161306], [-1.687055, -0.196903, -0.061956], [-0.198837, -0.122261, -0.434248], [-2.671880, -1.692001, 1.327286], [-2.184286, -0.531596, -0.961043], [-2.034928, 0.803581, 0.194206], [0.416126, 0.197645, 0.316315], [-0.088419, -1.130334, -0.548083], [0.069358, 0.404326, -1.289181], [-2.430052, -2.625812, -2.081481], [-2.016603, -3.816023, -1.265678], [-1.923117, -2.856788, -1.290607], [0.536836, 0.996297, 2.981989], [-0.551533, 1.814378, 2.353429], [0.355040, 1.543417, 2.186756], [3.877956, 1.209690, 0.905961], [3.586505, 2.739014, 0.660638], [3.718533, 1.876469, 0.239323], [2.246090, 1.615643, -1.515455], [1.879992, 1.103049, -2.858706], [1.626050, 0.952266, -1.917648]], "forces_ev_per_a": [[-0.11, -0.43, -0.03], [-0.58, 0.36, -0.28], [1.33, 0.90, 0.06], [-1.62, -0.83, 0.09], [0.24, 0.15, 0.03], [-0.29, -0.21, 0.20], [-0.10, -0.05, 0.11], [-0.28, 0.14, 0.46], [1.18, 0.07, -0.52], [-0.03, -0.24, 0.29], [0.10, 0.03, 0.09], [0.18, -0.07, 0.20], [-0.18, 0.01, -0.29], [0.08, 0.37, -0.75], [-0.14, 0.30, -0.04], [0.10, -0.63, 0.64], [0.07, 0.11, 0.37], [0.17, -0.53, 0.18], [-0.40, 0.47, -0.70], [-0.62, -0.90, 0.40], [-0.58, -0.56, 0.67], [1.50, 1.54, -1.19]]}

---

2.
{"formula": "C6H17FNO4P2S", "method": "ωB97M-V with the def2-TZVPD basis set", "lumo_ha": -0.1449, "total_energy_ha": -1775.045928, "total_charge": 1, "gap_ev": 10.24, "smiles": "CC(C)[C@@H](C)CO[P@@H](=P(=[NH2+])O)S(=O)(=O)F", "elements": ["C", "C", "C", "C", "C", "C", "O", "P", "P", "N", "O", "S", "O", "O", "F", "H", "H", "H", "H", "H", "H", "H", "H", "H", "H", "H", "H", "H", "H", "H", "H", "H"], "positions_angstrom": [[-0.546372, 2.624258, -0.798539], [-1.319514, 1.835714, 0.266196], [-2.095449, 0.702072, -0.426199], [-0.356384, 1.389681, 1.406593], [-0.869359, 1.741090, 2.826975], [-0.003812, -0.071771, 1.404989], [0.820333, -0.357047, 0.188698], [0.846379, -1.787673, -0.420221], [2.110840, -1.699136, -2.304838], [1.350391, -0.322455, -2.836847], [1.407392, -2.913941, -3.110850], [1.696606, -3.241411, 0.940770], [1.071976, -4.455630, 0.577934], [1.667136, -2.699454, 2.243111], [3.161656, -3.263342, 0.424439], [0.061111, 3.397307, -0.328047], [0.100714, 1.951310, -1.363415], [-1.232085, 3.130735, -1.477418], [-2.070237, 2.506854, 0.682436], [-2.406870, -0.103478, 0.237226], [-1.538636, 0.309641, -1.281966], [-3.016986, 1.108432, -0.843839], [0.575599, 1.936097, 1.252213], [-1.820356, 2.263278, 2.781212], [-1.017235, 0.846410, 3.435527], [-0.143586, 2.355236, 3.353673], [0.601526, -0.329994, 2.270391], [-0.872598, -0.730634, 1.402301], [-0.468508, -2.245897, -0.619521], [0.382986, -0.391306, -3.135479], [1.907334, 0.175328, -3.521955], [2.016009, -3.660277, -3.225551]], "forces_ev_per_a": [[-0.24, 0.08, 0.28], [0.17, -0.26, -0.40], [-0.27, 0.38, -0.04], [-0.31, 0.31, 0.02], [0.07, -0.31, -0.12], [0.21, 0.17, 0.28], [-0.10, -0.39, 0.34], [0.00, 0.59, -0.63], [0.70, 0.27, -0.10], [-0.16, -0.41, -0.26], [-0.09, -0.21, 0.24], [-0.88, 0.04, 0.07], [0.21, -0.32, -0.15], [0.33, 0.09, 0.16], [0.05, 0.03, 0.06], [0.09, 0.01, -0.06], [0.10, 0.08, -0.05], [0.01, -0.11, -0.14], [0.11, 0.02, 0.23], [0.01, -0.06, 0.01], [0.10, -0.22, 0.13], [0.01, -0.01, -0.06], [0.09, -0.09, 0.03], [0.00, 0.08, 0.05], [-0.09, 0.00, 0.03], [-0.06, 0.09, 0.03], [0.19, 0.00, -0.11], [-0.05, 0.00, -0.14], [0.00, -0.24, 0.31], [0.00, 0.17, -0.02], [-0.04, 0.22, 0.11], [-0.15, -0.01, -0.09]]}